C26H69N13O10 | ωB97M-V/def2-TZVPD

SMILES string   CC1(C)CCCC(C)(C)N1O.COCCNCCOC.COCCNCCOC.NC(N)=O.NC(N)=O.NC(N)=O.NC(N)=O.NC(N)=O
Gap between HOMO and LUMO   8.567 eV
Calculated total energy   -67924.471 eV

Atoms and positions in Å:
C1 11.1566 16.7709 15.3852
C2 10.7731 15.3069 15.1902
C3 9.6433 14.9977 16.1812
C4 8.9428 13.6756 15.9312
C5 8.2550 13.8070 14.4764
C6 9.2813 14.0838 13.3723
N1 10.2520 15.1826 13.7643
O1 11.1570 15.5234 12.8225
C7 9.9598 12.7581 13.0753
C8 8.5118 14.5755 12.1519
C9 12.0095 14.5281 15.5709
H1 10.3809 17.4989 15.1480
H2 12.0361 17.0714 14.8158
H3 11.4222 16.9596 16.4254
H4 10.0822 14.9471 17.1776
H5 8.8416 15.7346 16.2306
H6 8.2969 13.3179 16.7331
H7 9.7091 12.9031 15.9963
H8 7.4386 14.4993 14.2706
H9 7.8179 12.8204 14.3226
H10 10.8542 12.7778 12.4525
H11 10.3698 12.1733 13.8987
H12 9.2964 12.0823 12.5355
H13 7.5784 14.0418 11.9727
H14 8.3868 15.6572 12.1046
H15 9.0200 14.2756 11.2354
H16 12.9012 14.9566 15.1133
H17 11.9814 13.4610 15.3508
H18 12.2640 14.5657 16.6301
H19 11.8088 14.8187 12.8216
C10 17.4873 7.8914 14.1510
O2 17.7357 8.9738 15.1346
C11 18.4194 10.1582 14.6417
C12 18.7989 11.0041 15.8724
N2 17.6253 11.4810 16.6434
C13 16.7882 12.5460 15.8830
C14 16.4842 13.8129 16.5722
O3 15.6033 14.6216 15.7554
C15 15.2562 15.9007 16.3175
H20 16.8408 8.1793 13.3220
H21 16.9970 7.0285 14.6015
H22 18.4214 7.4644 13.7859
H23 17.6564 10.6789 14.0630
H24 19.2063 9.8429 13.9565
H25 19.4163 11.8888 15.7166
H26 19.2689 10.2110 16.4539
H27 17.1648 10.5901 16.7634
H28 15.9511 12.0014 15.4462
H29 17.2768 12.7341 14.9269
H30 17.4488 14.2867 16.7543
H31 16.0449 13.6753 17.5603
H32 15.2235 15.7207 17.3920
H33 14.3567 16.2392 15.8032
H34 16.0275 16.6631 16.2087
C16 14.2443 18.3269 12.7708
O4 15.6934 18.5311 12.8076
C17 16.4456 17.3195 12.8772
C18 17.9036 17.5628 13.2242
N3 18.0776 18.1027 14.6174
C19 19.5278 18.1897 14.8355
C20 19.8107 18.5481 16.3100
O5 19.2833 19.8485 16.5615
C21 19.3447 20.1721 17.9393
H35 13.8178 18.0527 13.7357
H36 13.8644 17.5568 12.0995
H37 13.9197 19.3115 12.4344
H38 16.5003 16.8988 11.8732
H39 15.9186 16.5961 13.4995
H40 18.3970 18.1722 12.4670
H41 18.3537 16.5721 13.2880
H42 17.7609 19.0599 14.5581
H43 20.0063 18.8016 14.0708
H44 20.0140 17.2337 14.6411
H45 20.8737 18.5364 16.5505
H46 19.2772 17.7902 16.8836
H47 20.2661 20.5940 18.3408
H48 18.9529 19.3697 18.5644
H49 18.7610 21.0854 18.0549
C22 17.8765 13.3321 8.0540
O6 16.9963 13.2654 8.8220
N4 17.7213 13.7360 6.8517
N5 19.1065 13.4052 8.3309
H50 16.7752 13.6834 6.5022
H51 18.4739 13.6198 6.1881
H52 19.7039 13.7254 7.5822
H53 19.4331 13.5144 9.2804
C23 12.5595 13.0581 10.4505
O7 13.4323 13.2152 11.3039
N6 11.8046 13.9317 9.8857
N7 12.2878 11.9323 9.9095
H54 11.0714 13.5147 9.3301
H55 11.7760 14.8753 10.2448
H56 12.8444 11.1905 10.3096
H57 11.8243 11.8196 9.0192
C24 16.1359 9.7047 9.9298
O8 15.8436 8.5502 9.8910
N8 16.0160 10.4582 10.9627
N9 16.5684 10.3706 8.9316
H58 15.9521 11.4658 10.9357
H59 15.6456 10.0339 11.8010
H60 16.5126 10.0005 7.9935
H61 16.4692 11.3733 9.0020
C25 21.1426 14.7090 12.3553
O9 22.3157 15.0705 12.2806
N10 20.2520 15.0156 11.4129
N11 20.5131 14.1201 13.3654
H62 20.4798 15.7470 10.7548
H63 19.2769 14.7984 11.5619
H64 19.5448 13.8348 13.3999
H65 21.0896 14.0302 14.1898
C26 16.5210 14.0439 12.3939
O10 17.6794 14.1306 12.6752
N12 16.0077 13.8169 11.2165
N13 15.4983 14.0146 13.2568
H66 16.5734 13.7268 10.3846
H67 15.0054 13.6918 11.2228
H68 15.5587 14.3373 14.2119
H69 14.5504 13.8955 12.9290